*i*
The following is a quantum chemistry calculation of 2 unconnected molecules or ions with the total composition C2H2Cl2O2S, from the OMol25 dataset.

```
9
Properties=species:S:1:pos:R:3:mulliken_charge:R:1
C 0.632 1.150 1.315 -0.044
C 0.620 -1.126 -1.309 -0.075
O -0.424 -1.037 -2.302 -0.163
O -0.492 1.316 0.905 -0.400
S -0.652 0.191 -1.248 0.388
Cl 0.217 -2.289 -0.118 -0.104
Cl -2.231 -0.619 -0.106 -0.103
H 0.883 1.448 2.310 0.287
H 1.448 0.966 0.553 0.214
```

Summary:
**HOMO level**: -8.639 eV
**LUMO energy**: -0.8381 eV
**Kohn-Sham gap**: 7.801 eV

***

*ii*
The following is a quantum chemistry calculation of a molecular structure, C2H2Cl2O2S, from the OMol25 dataset.

```
9
Properties=species:S:1:pos:R:3:mulliken_charge:R:1
C -0.762 -0.157 0.515 -0.413
C -1.493 0.470 -0.363 0.144
O 1.755 -0.966 -1.318 -0.413
O 2.279 -1.133 1.051 -0.441
S 1.550 -0.488 0.002 0.788
Cl -3.244 0.293 -0.084 -0.159
Cl 2.123 1.574 0.076 -0.164
H -1.043 -0.551 1.489 0.348
H -1.165 0.959 -1.367 0.310
```

Summary:
**HOMO level (spin up / spin down)**: -10.734 / -10.734 eV
**LUMO energy (spin up / spin down)**: -2.0434 / -2.0427 eV
**Kohn-Sham gap (spin up / spin down)**: 8.691 / 8.691 eV

***

The structure with the most favorable energy is *ii*; the runner-up is 1.776 eV above it.

***

*i*
The following is a quantum chemistry calculation of 2 unconnected molecules or ions with the total composition C3H8OS2, from the OMol25 dataset.

```
14
Properties=species:S:1:pos:R:3:mulliken_charge:R:1
C -1.994 0.165 1.523 -0.787
S -2.510 -0.029 -0.215 -0.051
S -1.370 -1.785 -0.514 -0.198
H -2.155 1.228 1.772 0.301
H -0.943 -0.104 1.734 0.277
H -2.621 -0.404 2.249 0.322
H -0.199 -1.224 -1.157 0.133
O 2.554 -1.054 -1.784 -0.498
C 1.742 -0.117 -1.528 -0.060
C 1.615 0.569 -0.156 -0.370
H 1.077 0.251 -2.370 0.426
H 2.511 0.296 0.452 0.293
H 0.509 0.533 0.222 -0.083
H 1.783 1.673 -0.229 0.295
```

Summary:
**HOMO level**: -9.409 eV
**LUMO energy**: 0.3032 eV
**Kohn-Sham gap**: 9.713 eV
**SMILES**: CC=O.CSS

***

*ii*
The following is a quantum chemistry calculation of 2 unconnected molecules or ions with the total composition C3H8OS2, from the OMol25 dataset.

```
14
Properties=species:S:1:pos:R:3:mulliken_charge:R:1
C 0.489 -2.355 -1.064 -0.854
C -0.298 -1.431 -1.619 0.474
O -1.572 -1.183 -1.149 -0.465
C 0.084 -0.594 -2.801 -0.835
H 1.475 -2.543 -1.462 0.262
H 0.148 -2.942 -0.223 0.282
H -1.523 -0.933 -0.219 0.355
H 1.083 -0.901 -3.120 0.294
H -0.568 -0.733 -3.663 0.291
H 0.121 0.461 -2.530 0.214
S 0.523 1.838 2.442 -0.217
S 0.079 0.852 0.682 -0.166
H -0.272 1.137 3.268 0.157
H 1.160 0.044 0.675 0.208
```

Summary:
**HOMO level**: -9.230 eV
**LUMO energy**: 0.3653 eV
**Kohn-Sham gap**: 9.596 eV
**SMILES**: C=C(C)O.SS

***

The structure with the most favorable energy is *ii*; the runner-up is 0.545 eV above it.

***

*i*
The following is a quantum chemistry calculation of 2 unconnected molecules or ions with the total composition C3H8OS2, from the OMol25 dataset.

```
14
Properties=species:S:1:pos:R:3:mulliken_charge:R:1
C -1.655 -1.471 2.673 -0.737
S 0.080 -0.939 2.347 -0.040
S 0.226 -1.528 0.325 -0.214
H -1.579 -2.207 3.469 0.260
H -2.138 -0.596 3.095 0.248
H -2.105 -1.896 1.793 0.297
H 1.537 -1.244 0.351 0.168
O 2.521 0.841 -2.153 -0.469
C 1.616 1.568 -1.859 0.131
C 0.147 1.260 -2.041 -0.738
H 1.800 2.613 -1.516 0.313
H -0.424 1.879 -1.399 0.287
H -0.033 1.533 -3.089 0.294
H 0.007 0.186 -1.996 0.200
```

Summary:
**HOMO level**: -8.172 eV
**LUMO energy**: 0.3623 eV
**Kohn-Sham gap**: 8.534 eV
**SMILES**: CC=O.CSS

***

*ii*
The following is a quantum chemistry calculation of 2 unconnected molecules or ions with the total composition C3H8OS2, from the OMol25 dataset.

```
14
Properties=species:S:1:pos:R:3:mulliken_charge:R:1
C 1.305 -0.207 -1.262 -0.652
S 0.123 1.173 -1.145 -0.023
S 1.096 2.066 0.508 -0.197
H 1.879 -0.309 -0.349 0.279
H 1.958 -0.170 -2.130 0.347
H 0.709 -1.106 -1.464 0.101
H 0.141 2.920 0.897 0.148
C -2.347 -1.585 0.444 -0.567
C -1.262 -2.359 0.475 -0.119
O -0.534 -2.646 1.608 -0.495
H -2.638 -1.315 -0.561 0.235
H -2.709 -1.073 1.319 0.286
H -0.869 -2.650 -0.499 0.356
H 0.299 -2.177 1.479 0.301
```

Summary:
**HOMO level**: -8.360 eV
**LUMO energy**: 0.2358 eV
**Kohn-Sham gap**: 8.596 eV
**SMILES**: C=CO.CSS

***

The structure with the most favorable energy is *i*; the runner-up is 0.695 eV above it.

***

*i*
The following is a quantum chemistry calculation of 2 unconnected molecules or ions with the total composition C3H8OS2, from the OMol25 dataset.

```
14
Properties=species:S:1:pos:R:3:mulliken_charge:R:1
C 2.300 1.114 0.065 -0.691
S 1.927 -0.655 0.647 -0.135
S 1.729 -1.536 -1.282 -0.110
H 1.930 1.185 -0.945 0.317
H 3.375 1.198 0.162 0.261
H 1.732 1.731 0.756 0.247
H 0.759 -0.681 -1.505 0.097
O -2.037 -1.030 -1.425 -0.446
C -2.257 -0.269 -0.520 0.112
C -1.761 -0.469 0.882 -0.611
H -2.640 0.754 -0.733 0.310
H -2.043 0.443 1.427 0.279
H -0.684 -0.567 1.029 0.089
H -2.328 -1.218 1.442 0.281
```

Summary:
**HOMO level**: -8.772 eV
**LUMO energy**: 0.3628 eV
**Kohn-Sham gap**: 9.135 eV
**SMILES**: CC=O.CSS

***

*ii*
The following is a quantum chemistry calculation of 2 unconnected molecules or ions with the total composition C3H8OS2, from the OMol25 dataset.

```
14
Properties=species:S:1:pos:R:3:mulliken_charge:R:1
C -0.915 0.207 -2.046 -0.705
S -1.387 -1.524 -2.009 -0.057
S -0.306 -2.214 -0.264 -0.207
H -1.518 0.788 -2.807 0.313
H -1.253 0.563 -1.132 0.187
H 0.143 0.399 -2.245 0.264
H -0.952 -1.107 0.297 0.214
C 0.300 1.123 1.619 -0.627
C 1.015 0.179 0.970 -0.197
O 1.971 -0.494 1.690 -0.509
H -0.410 1.762 1.136 0.247
H 0.520 1.381 2.611 0.290
H 1.231 0.004 -0.114 0.486
H 1.562 -1.067 2.293 0.301
```

Summary:
**HOMO level**: -8.723 eV
**LUMO energy**: 0.1229 eV
**Kohn-Sham gap**: 8.846 eV
**SMILES**: C=CO.CSS

***

The structure with the most favorable energy is *i*; the runner-up is 1.071 eV above it.

***

*i*
The following is a quantum chemistry calculation of 2 unconnected molecules or ions with the total composition C6H13N2, from the OMol25 dataset.

```
21
Properties=species:S:1:pos:R:3:mulliken_charge:R:1
C -1.375 0.805 0.189 0.462
C -1.804 2.015 0.085 -0.905
C 0.707 0.643 -0.823 -1.039
C 1.457 -1.389 0.033 -0.266
C 2.761 0.563 0.457 -0.941
C -2.278 -1.251 -0.296 -0.830
N 1.653 -0.106 -0.062 0.212
N -1.561 -0.442 0.486 -0.020
H -2.712 2.190 0.509 0.347
H -1.239 2.761 -0.383 0.281
H -0.080 0.285 -1.548 0.494
H 1.176 1.677 -0.982 0.365
H 0.427 -1.614 -0.203 0.142
H 2.246 -2.087 0.387 0.335
H 2.644 1.644 0.468 0.335
H 2.823 0.308 1.499 0.400
H 3.678 0.442 -0.077 0.360
H -2.605 -2.125 0.206 0.386
H -3.220 -0.719 -0.719 0.307
H -1.723 -1.587 -1.237 0.269
H -1.569 -0.590 1.487 0.308
```

Summary:
**HOMO level (spin up / spin down)**: -11.722 / -11.721 eV
**Charge**: +1
**LUMO energy (spin up / spin down)**: -4.1554 / -4.1537 eV
**Kohn-Sham gap (spin up / spin down)**: 7.566 / 7.568 eV

***

*ii*
The following is a quantum chemistry calculation of a gas-phase ion, C6H13N2 (charge +1), from the OMol25 dataset.

```
21
Properties=species:S:1:pos:R:3:mulliken_charge:R:1
C 0.219 -0.123 -1.811 -0.922
C 0.658 -1.114 0.137 0.563
C 0.179 0.420 0.496 0.353
C 0.041 -2.143 1.078 -1.434
C -0.143 0.870 1.825 -1.166
C -0.571 2.143 -1.012 -0.911
N -0.037 0.825 -0.689 0.056
N 0.558 -1.442 -1.381 -0.417
H -0.367 -0.001 -2.632 0.614
H 1.092 0.243 -2.341 0.463
H 1.819 -0.984 0.302 0.296
H -1.040 -1.787 1.296 0.326
H 0.414 -2.034 2.096 0.387
H 0.161 -3.150 0.761 0.385
H -0.498 1.957 1.825 0.379
H 0.816 0.832 2.479 0.346
H -0.892 0.199 2.302 0.306
H 0.039 2.983 -0.574 0.363
H -0.560 2.012 -2.160 0.315
H -1.513 2.334 -0.445 0.351
H -0.376 -2.038 -1.552 0.349
```

Summary:
**HOMO level**: -14.117 eV
**Charge**: +1
**LUMO energy**: -3.9554 eV
**Kohn-Sham gap**: 10.161 eV
**SMILES**: CC1=[N+](C)CN[C@@H]1C

***

The structure with the most favorable energy is *ii*; the runner-up is 2.935 eV above it.

***

*i*
The following is a quantum chemistry calculation of a molecular structure, C5H14N2O2, from the OMol25 dataset.

```
23
Properties=species:S:1:pos:R:3:mulliken_charge:R:1
C 0.770 0.648 -1.663 0.535
C -0.382 -1.135 1.470 0.614
C -0.909 0.459 -0.539 -0.920
C -1.399 -0.644 0.411 -0.925
C 0.143 0.003 2.344 -1.435
N 0.534 1.688 -2.532 -0.441
N 0.761 -1.881 0.938 -0.715
O 1.785 0.835 -0.774 -0.433
O 0.740 -0.572 -2.210 -0.603
H 1.940 1.774 -0.613 0.293
H -0.005 -0.724 -1.393 0.335
H -0.927 -1.831 2.118 0.348
H 0.918 2.604 -2.349 0.167
H -0.204 1.513 -3.197 0.219
H 1.373 -1.271 0.408 0.224
H 0.457 -2.617 0.311 0.285
H -0.717 1.362 0.045 0.305
H -1.720 0.738 -1.221 0.413
H -2.296 -0.293 0.940 0.433
H -1.703 -1.514 -0.183 0.340
H 0.753 -0.401 3.151 0.386
H -0.679 0.575 2.778 0.348
H 0.766 0.684 1.761 0.227
```

Summary:
**HOMO level**: -8.358 eV
**LUMO energy**: 0.4492 eV
**Kohn-Sham gap**: 8.807 eV

***

*ii*
The following is a quantum chemistry calculation of 3 unconnected molecules or ions with the total composition C5H14N2O2, from the OMol25 dataset.

```
23
Properties=species:S:1:pos:R:3:mulliken_charge:R:1
C 0.332 0.106 0.838 1.296
C -0.892 -0.639 1.365 -1.478
C 0.571 1.367 1.672 -1.628
C 1.556 -0.793 0.937 -1.701
H -0.211 0.858 -0.357 0.447
H 1.728 -1.119 1.975 0.408
H -1.039 -1.585 0.835 0.282
H -0.835 -0.883 2.438 0.464
H -1.778 -0.011 1.235 0.293
H 1.501 1.882 1.411 0.324
H -0.246 2.087 1.564 0.355
H 0.648 1.136 2.747 0.394
H 2.476 -0.289 0.620 0.345
H 1.439 -1.716 0.359 0.324
C -0.290 -0.253 -1.857 0.375
N 0.907 -0.308 -2.454 -0.299
O -2.259 0.793 -1.405 -0.445
O -0.988 -1.366 -1.839 -0.445
N -0.836 0.988 -1.587 -0.587
H -2.658 1.482 -1.948 0.326
H -1.885 -1.123 -1.534 0.442
H 1.394 -1.190 -2.415 0.244
H 1.370 0.576 -2.600 0.263
```

Summary:
**HOMO level**: -6.802 eV
**LUMO energy**: 0.5654 eV
**Kohn-Sham gap**: 7.367 eV

***

The structure with the most favorable energy is *i*; the runner-up is 1.474 eV above it.

***

*i*
The following is a quantum chemistry calculation of CH5INP in the gas phase, from the OMol25 dataset.

```
9
Properties=species:S:1:pos:R:3:mulliken_charge:R:1
C -0.551 0.965 1.031 -0.630
N -0.719 0.286 -0.122 -0.356
P 0.144 -0.819 -0.818 0.133
I 2.680 -0.864 -1.735 -0.172
H 0.226 1.803 0.820 0.249
H -1.456 1.439 1.214 0.287
H -0.325 0.456 2.046 0.243
H -0.579 -1.103 -1.940 0.131
H 0.581 -2.163 -0.497 0.114
```

Summary:
**HOMO level**: -9.156 eV
**LUMO energy**: -0.8403 eV
**Kohn-Sham gap**: 8.315 eV
**SMILES**: CN=[PH2]I

***

*ii*
The following is a quantum chemistry calculation of CH5INP in the gas phase, from the OMol25 dataset.

```
9
Properties=species:S:1:pos:R:3:mulliken_charge:R:1
C -0.523 -1.238 -0.519 -1.079
N -0.022 1.500 0.555 -0.402
P 0.693 0.683 -0.750 0.178
I 2.804 -0.308 0.224 -0.154
H 0.072 -1.999 -0.701 0.389
H -1.395 -1.040 -1.072 0.374
H -0.944 -1.127 0.546 0.254
H -0.907 1.122 0.961 0.232
H 0.221 2.405 0.756 0.209
```

Summary:
**HOMO level**: -8.537 eV
**LUMO energy**: 0.3956 eV
**Kohn-Sham gap**: 8.932 eV
**SMILES**: CP(N)I

***

The structure with the most favorable energy is *ii*; the runner-up is 1.266 eV above it.

***

*i*
The following is a quantum chemistry calculation of a gas-phase ion, C5H10NO (charge +1), from the OMol25 dataset.

```
17
Properties=species:S:1:pos:R:3:mulliken_charge:R:1
O -0.946 0.548 -1.394 -0.454
C -0.012 1.255 -1.742 0.014
C 1.340 1.199 -1.106 -0.589
C 1.283 0.586 0.326 -0.720
C 0.504 -0.709 0.515 -0.154
C -0.369 -0.750 1.506 -0.338
N -1.435 -1.777 1.707 -0.285
H -0.238 1.737 -2.691 0.424
H 1.669 2.244 -0.993 0.332
H 2.113 0.655 -1.691 0.328
H 0.680 1.312 0.880 0.315
H 2.270 0.486 0.776 0.380
H 0.593 -1.510 -0.200 0.303
H -0.450 0.041 2.263 0.338
H -1.303 -2.390 0.898 0.373
H -1.498 -2.336 2.559 0.357
H -2.359 -1.361 1.548 0.377
```

Summary:
**HOMO level**: -13.195 eV
**Charge**: +1
**LUMO energy**: -3.5556 eV
**Kohn-Sham gap**: 9.640 eV
**SMILES**: [NH3+]/C=C/CCC=O

***

*ii*
The following is a quantum chemistry calculation of 2 unconnected molecules or ions with the total composition C5H10NO, from the OMol25 dataset.

```
17
Properties=species:S:1:pos:R:3:mulliken_charge:R:1
O -2.115 -1.958 -2.342 -0.443
C -0.897 -1.636 -2.083 -0.287
C -0.667 -0.895 -0.795 -0.522
C -0.462 0.668 -0.589 -0.266
C 0.482 0.901 0.592 0.409
C 1.207 -0.198 0.911 -0.779
N 0.318 2.072 1.162 -0.326
H -0.186 -2.123 -2.713 0.397
H -1.537 -1.185 -0.147 0.310
H 0.214 -1.530 -0.557 0.276
H -1.342 1.371 -0.440 0.438
H 0.298 0.999 -1.519 0.316
H 2.240 -0.340 0.522 0.185
H 0.577 -0.923 1.210 0.605
H 1.790 0.369 3.447 0.149
H 0.674 1.920 2.096 0.188
H -0.593 2.487 1.246 0.349
```

Summary:
**HOMO level**: -13.508 eV
**Charge**: +1
**LUMO energy**: -7.1377 eV
**Kohn-Sham gap**: 6.371 eV

***

The structure with the most favorable energy is *i*; the runner-up is 7.336 eV above it.